1.
45
Properties=species:S:1:pos:R:3:forces:R:3 method="wB97M-V/def2-TZVPD" energy_ha=-1374.0714 gap_ha=0.17538 relative_energy_ev=4.072
C -2.771568 1.346730 1.679534 0.1 0.6 0.7
C -1.671943 2.155564 0.884391 -0.7 -1.0 -0.1
C -1.274434 1.448528 -0.505511 0.4 0.8 0.5
C 0.206073 1.885114 -0.889998 0.0 0.1 -0.2
C -1.482792 -0.091453 -0.502072 -0.9 -2.0 -0.5
C -2.571836 -0.698313 -1.308498 2.2 -2.0 0.7
C -3.546244 0.102956 -2.220470 -0.8 0.8 -0.2
O -4.578414 0.499655 -1.746134 0.9 -0.5 0.0
O -3.319485 0.348363 -3.563343 1.0 -0.9 1.8
C -2.736350 -2.181035 -1.283252 1.8 1.0 1.5
C -1.850807 -3.001522 -0.451048 -1.4 1.5 -1.2
N -0.836938 -2.407128 0.281506 -1.9 1.3 -1.6
C -0.632031 -1.034011 0.275118 -0.4 0.1 -0.4
P 0.833065 -0.378775 1.295339 0.5 0.9 0.0
C 1.145332 -1.480211 2.788533 1.0 -1.2 0.2
C 2.708735 -1.360951 3.123419 -0.1 -0.1 -0.6
C 2.314112 -0.715316 0.132990 -0.3 -0.8 -0.6
C 3.453155 0.379274 0.266818 -0.7 -0.2 0.1
H -3.658623 1.045210 1.060912 0.9 0.2 0.4
H -2.328571 0.437575 2.191861 -0.5 0.9 -0.7
H -3.175219 2.017545 2.497849 0.4 -0.8 -0.8
H -0.744305 2.229072 1.510894 -1.0 0.1 -0.6
H -2.086883 3.180879 0.656122 0.7 -1.1 0.2
H -1.955221 1.917740 -1.272983 0.5 -0.9 0.7
H 0.862397 0.995838 -1.124684 -0.7 1.2 -0.1
H 0.144937 2.582795 -1.769725 0.4 -1.0 0.7
H 0.711594 2.464716 -0.065760 -0.7 -0.7 -0.7
H -2.409201 0.092803 -3.816727 -0.4 0.1 0.1
H -3.539455 -2.653230 -1.896307 0.9 0.4 0.7
H -1.981667 -4.115297 -0.397886 0.3 1.4 0.0
H -0.215087 -2.996980 0.840344 -0.2 0.4 -0.3
H 0.586009 -1.164056 3.708450 0.1 -0.2 -1.2
H 0.963335 -2.579880 2.595262 0.0 1.0 0.4
H 3.046128 -0.300077 2.982131 -0.2 -1.0 0.3
H 2.959005 -1.714282 4.156719 -0.5 0.4 -0.9
H 3.300244 -2.003827 2.408953 -0.6 0.8 0.8
H 2.678921 -1.773105 0.317237 -0.3 1.2 -0.2
H 1.891147 -0.735529 -0.917570 0.6 0.2 1.1
H 4.293572 -0.050715 0.872569 -0.7 0.6 -0.5
H 2.998484 1.274421 0.787430 0.8 -0.8 -0.5
H 3.802029 0.696481 -0.753822 -0.4 -0.3 1.0
N 2.620570 1.586191 -3.211768 -0.2 0.1 0.0
O 2.980719 0.388160 -3.256871 0.0 -0.2 0.2
O 3.169505 2.372017 -2.413673 0.0 0.0 0.1
O 1.698000 1.988068 -3.946277 -0.1 -0.1 0.0


2.
8
Properties=species:S:1:pos:R:3:forces:R:3 method="wB97M-V/def2-TZVPD" energy_ha=-283.1548 smiles="C=NOC=O" gap_ha=0.42685 relative_energy_ev=2.809
C -1.454632 0.433088 0.736808 -0.5 1.8 0.9
C 1.522846 -0.501009 -0.782383 0.1 4.2 1.7
N -0.664328 -0.314229 0.111270 0.3 0.5 -0.1
O 2.592388 -0.112937 -1.106532 -1.1 0.0 0.5
O 0.529316 0.368502 0.013253 3.5 -1.9 -2.0
H -2.460777 0.078387 0.785791 -0.5 -0.1 0.4
H -1.169585 1.469501 1.186168 -0.4 -2.0 -1.0
H 1.104772 -1.421303 -0.944374 -1.4 -2.5 -0.4


3.
91
Properties=species:S:1:pos:R:3:forces:R:3 method="wB97M-V/def2-TZVPD" multiplicity=2 charge=+1 energy_ha=-2114.0514 gap_ha="0.30854 / 0.34165" relative_energy_ev=0.000
In 8.784589 -14.954673 -3.982221 0.1 0.2 -0.2
C 13.472862 -14.715659 -3.513853 0.3 0.3 0.3
C 12.306157 -14.018467 -3.831567 -0.2 0.2 -0.7
N 11.238157 -14.548449 -3.223695 0.2 -0.3 -0.2
N 11.707007 -15.577626 -2.498012 0.8 -0.1 1.0
C 13.056406 -15.680718 -2.638238 -0.7 -0.4 0.0
B 10.801649 -16.531912 -1.661393 -0.1 0.3 0.5
N 9.588463 -15.768959 -0.994683 0.0 0.5 -1.8
C 9.372246 -15.560685 0.281858 -0.8 0.8 1.8
C 8.239885 -14.730287 0.421928 0.7 -0.5 -0.4
C 7.848554 -14.445042 -0.872058 0.6 -1.0 -0.6
N 8.649604 -15.107773 -1.743599 0.1 0.4 0.5
N 10.243960 -17.554794 -2.624486 -0.2 0.4 -0.7
C 10.255185 -18.877370 -2.608507 -0.5 -1.0 0.6
C 9.622421 -19.325621 -3.771228 1.0 -0.3 1.2
C 9.297496 -18.179771 -4.440514 -0.5 -0.1 -0.2
N 9.656803 -17.092386 -3.772194 0.4 0.0 0.8
N 11.578058 -17.117630 -0.492190 0.2 0.7 -0.2
C 12.330838 -16.364567 0.357765 0.6 0.0 -0.2
C 12.619253 -17.131600 1.463721 -0.9 0.4 -1.1
C 11.936575 -18.331101 1.206091 -0.1 0.0 1.1
N 11.281720 -18.301238 0.073682 -0.1 -0.6 -0.4
H 14.505938 -14.544978 -3.781586 -0.3 0.2 -0.2
H 12.195054 -13.232422 -4.577634 0.0 -0.1 0.5
H 13.633097 -16.440922 -2.143162 -0.1 -0.1 0.1
H 10.030691 -15.931961 1.073696 -0.4 0.0 -0.6
H 7.744376 -14.418524 1.310263 0.0 0.2 0.5
H 7.031665 -13.849468 -1.240237 0.1 0.0 0.1
H 10.584217 -19.365658 -1.680245 0.0 0.1 -0.9
H 9.478724 -20.339840 -4.055937 -0.2 -0.4 -0.2
H 8.703263 -18.165779 -5.321951 0.0 0.5 -0.6
H 12.615018 -15.354793 0.078430 0.0 -0.2 0.2
H 13.058531 -16.810092 2.364580 0.7 0.1 0.7
H 11.839739 -19.141538 1.910265 0.0 -0.3 -0.3
C 10.516396 -11.040348 -7.277253 0.3 0.9 0.3
N 11.069126 -12.371471 -7.127211 0.1 -1.2 -1.0
C 11.586121 -12.867978 -8.423806 1.5 -1.4 1.0
C 11.498183 -14.413977 -8.317357 -0.2 0.9 0.9
N 10.663833 -14.632745 -7.113225 1.0 0.9 -0.2
C 10.815305 -15.878628 -6.382120 0.3 -1.4 -0.7
C 10.513531 -13.443512 -6.447426 -1.6 0.3 0.4
N 9.820598 -13.369771 -5.339489 0.2 0.1 0.2
C 9.680761 -12.052597 -4.687390 0.0 0.1 -1.9
C 9.140403 -12.150712 -3.337700 -1.5 1.0 2.1
N 7.828228 -12.773931 -3.404849 0.6 -0.9 0.0
C 6.771083 -12.120248 -3.070851 0.8 0.1 -0.3
N 6.687987 -10.745060 -2.843785 -0.1 -0.7 0.4
C 7.361754 -9.845277 -3.746982 0.8 0.9 -0.7
C 5.299809 -10.410982 -2.604771 -0.8 0.0 0.9
C 4.540495 -11.744523 -2.598973 -0.2 0.0 -0.9
N 5.584624 -12.720608 -2.895349 -0.9 0.4 0.6
C 5.319937 -14.126344 -3.076623 0.4 -0.4 -0.2
H 11.161344 -10.533948 -7.996588 -0.1 0.0 -0.1
H 10.614234 -10.425099 -6.366948 -0.4 -0.4 -0.5
H 9.505874 -11.053485 -7.699463 0.0 0.1 0.3
H 12.653721 -12.608104 -8.490896 -0.4 0.2 -0.2
H 11.093358 -12.519395 -9.305170 -0.7 0.6 -0.3
H 12.500123 -14.805311 -8.170890 0.0 -0.4 0.0
H 11.016142 -14.849077 -9.168899 -0.1 -0.4 -0.5
H 11.357021 -16.605143 -7.050135 -0.3 0.8 0.6
H 9.858983 -16.405365 -6.209394 0.3 0.7 0.1
H 11.400143 -15.758224 -5.453616 -0.4 -0.1 -0.4
H 9.006425 -11.441742 -5.314465 0.1 -0.2 0.4
H 10.594100 -11.507359 -4.644898 1.2 0.2 0.0
H 9.046419 -11.171353 -2.834412 0.4 -0.3 -0.5
H 9.767145 -12.683199 -2.627599 0.2 -0.5 -0.2
H 8.387952 -9.585147 -3.413961 -0.7 -0.1 -0.3
H 6.807164 -8.896178 -3.823126 0.2 -0.4 0.2
H 7.404183 -10.269641 -4.765733 0.1 0.2 0.3
H 4.975124 -9.758411 -3.381500 -0.5 0.4 -0.8
H 5.124009 -9.843720 -1.676631 0.4 -0.3 -0.1
H 3.739394 -11.808497 -3.337680 0.2 0.2 -0.5
H 3.996251 -11.914131 -1.694584 0.2 -0.3 1.0
H 4.517059 -14.256486 -3.779917 -0.8 0.1 -0.1
H 5.076815 -14.674902 -2.139650 0.3 0.4 -0.6
H 6.152244 -14.572519 -3.648411 -0.2 0.0 0.8
C 6.480225 -13.983861 -6.430106 -0.3 1.5 0.2
C 6.535086 -15.506294 -6.390128 0.0 0.2 0.4
C 7.258559 -15.976632 -7.646911 1.3 1.7 0.0
C 5.128519 -16.091590 -6.455262 0.0 0.7 -0.5
C 7.302570 -15.970707 -5.152874 -0.8 0.5 -0.8
H 6.082849 -13.588409 -7.395861 0.3 -0.4 0.6
H 7.474374 -13.551279 -6.242460 0.0 -0.2 -0.5
H 5.889957 -13.480473 -5.619446 0.0 -0.8 -0.6
H 6.653435 -15.818513 -8.527457 -0.2 0.4 -0.3
H 7.476815 -17.004711 -7.634232 0.4 -1.5 0.2
H 8.224003 -15.401340 -7.726758 -0.8 -0.6 -0.2
H 4.667204 -15.889026 -7.419352 0.0 0.2 -0.2
H 4.479396 -15.653822 -5.730006 -0.5 0.2 0.8
H 5.124773 -17.147735 -6.360561 0.1 -1.1 0.3
H 6.945977 -16.942188 -4.842221 0.1 -0.3 0.4


4.
118
Properties=species:S:1:pos:R:3:forces:R:3 method="wB97M-V/def2-TZVPD" charge=-2 energy_ha=-13997.2538 gap_ha=0.21439 relative_energy_ev=0.000
Na -0.924178 0.274446 0.513973 1.2 -0.9 -0.7
Br -2.746552 -1.955807 6.130465 0.0 0.0 0.1
C -1.768710 -2.164118 4.498635 -0.2 0.0 0.1
C -0.398499 -2.439567 4.561409 0.0 0.0 -0.2
C 0.319742 -2.512813 3.400889 0.1 -0.1 0.1
C -0.262211 -2.284626 2.104949 0.0 -0.2 0.1
O 0.453714 -2.221337 1.068203 0.1 -0.1 0.2
C -1.706181 -2.145212 2.095372 0.3 -0.1 0.2
C -2.425297 -2.032634 0.862917 -0.2 -0.1 -0.5
N -1.844068 -2.163995 -0.268820 0.2 0.0 0.2
C -2.437895 -2.289352 -1.490277 -0.2 -0.1 -0.3
C -3.542650 -3.108685 -1.754746 0.1 0.1 0.1
C -3.931378 -3.375672 -3.057982 -0.1 0.0 0.0
C -3.278143 -2.785106 -4.126874 0.1 0.0 0.0
C -2.195261 -1.937196 -3.896480 0.0 0.1 0.2
C -1.546783 -1.175846 -4.960831 0.1 0.1 -0.2
C -0.451105 -0.449586 -4.750001 0.0 0.1 0.2
C 0.230527 -0.480721 -3.416870 0.1 -0.3 -0.1
N -0.521597 -1.122670 -2.346762 0.7 -0.2 -0.3
C -1.748420 -1.740442 -2.589507 -0.5 0.1 0.1
C -2.415800 -2.054247 3.298308 0.0 0.0 0.0
H 0.071135 -2.602834 5.523770 0.0 0.0 0.0
H 1.378284 -2.740396 3.432763 0.0 0.0 0.0
H -3.499330 -1.801885 0.927643 0.0 -0.1 0.0
H -4.051324 -3.572625 -0.918838 0.0 0.0 0.0
H -4.760682 -4.049464 -3.238971 0.0 0.0 0.0
H -3.604764 -2.968574 -5.144344 0.0 0.0 0.0
H -2.029810 -1.171338 -5.932306 0.0 0.0 0.0
H -0.013608 0.197203 -5.499905 0.0 -0.1 -0.1
H 1.254860 -0.871423 -3.496142 0.0 0.1 0.1
H -3.486125 -1.880060 3.269286 0.0 0.0 0.0
O -0.493761 0.118730 -1.615660 -0.3 -0.1 -0.5
O 0.233540 0.760474 -2.691080 0.0 0.1 -0.2
S 1.150803 4.771282 0.604960 0.3 0.8 -0.1
C 0.898632 3.171022 0.543210 0.0 -1.0 0.0
N 0.695352 2.016077 0.583855 0.2 0.6 -0.4
C -1.657807 1.961442 4.766348 0.0 -0.1 -0.1
As -0.763315 1.980252 3.021286 -0.2 1.3 1.9
C 0.956002 2.628183 3.658035 0.0 0.0 -0.2
C -1.749938 3.335876 2.072281 0.1 0.1 -0.1
O -0.794782 0.440178 2.498517 0.1 -0.4 1.0
H -1.601614 2.936203 5.254158 0.0 0.0 -0.1
H -1.167095 1.213631 5.391404 0.0 0.0 0.0
H -2.702197 1.674378 4.644447 0.0 0.0 0.0
H 0.809062 3.609510 4.108889 0.0 0.0 0.0
H 1.679286 2.702490 2.854028 0.0 0.0 0.0
H 1.308916 1.922897 4.412102 -0.1 0.0 0.0
H -1.129585 4.211673 1.893539 0.1 0.0 0.0
H -2.633925 3.615863 2.644207 0.0 -0.2 0.0
H -2.037930 2.900249 1.119001 0.0 0.1 0.1
C 0.813902 -4.201016 -1.915793 -0.1 -0.1 0.1
O 1.692798 -3.177026 -1.462745 0.2 0.0 -0.1
C 2.497165 -3.464095 -0.435650 -0.2 -0.4 -0.1
O 2.563212 -4.540614 0.106750 0.0 0.1 0.1
C 3.319608 -2.269539 -0.080696 -0.1 -0.1 -0.1
C 4.645496 -2.400476 -0.003770 -0.1 0.1 0.1
As 5.983484 -1.085898 0.579189 -0.3 0.0 0.1
C 5.615483 -1.086361 2.527878 0.1 0.0 -0.1
C 5.043743 0.453120 -0.179789 0.0 0.0 0.0
C 3.768745 0.512165 -0.574901 0.1 0.1 0.0
As 2.199963 -0.623236 -0.018027 0.7 0.0 0.3
C 2.445906 -0.217206 1.889801 -0.1 0.0 0.2
C 3.380619 1.400623 -1.703148 0.1 -0.1 -0.5
O 3.212162 0.896970 -2.792052 0.0 0.0 0.0
O 3.224210 2.681582 -1.430982 -0.2 0.1 0.3
C 2.779954 3.491836 -2.520604 0.0 0.0 -0.1
C 6.017401 1.460554 -0.658422 0.4 0.2 0.0
O 5.997926 2.109732 -1.672232 -0.1 0.0 0.0
O 7.038589 1.566816 0.247772 -0.2 0.0 0.1
C 8.057141 2.512438 -0.038032 0.0 0.1 -0.2
C 5.374168 -3.626049 -0.394174 0.4 -0.4 0.1
O 6.402878 -3.983542 0.142479 -0.2 -0.1 0.0
O 4.885286 -4.237985 -1.484598 -0.1 0.2 -0.2
C 5.613640 -5.370084 -1.935416 0.1 -0.1 0.1
H -0.163559 -3.748606 -2.058837 0.0 0.0 0.0
H 0.756699 -4.997714 -1.176547 0.0 0.0 0.0
H 1.196754 -4.598817 -2.858790 0.0 0.0 0.0
H 6.359027 -1.733521 2.994515 0.0 0.0 -0.1
H 4.624707 -1.464559 2.754468 0.0 0.1 0.0
H 5.732208 -0.076316 2.919412 0.0 0.0 -0.1
H 3.264850 0.480708 2.049860 0.0 0.0 0.0
H 2.613407 -1.142805 2.432000 0.0 0.0 0.0
H 1.511031 0.210913 2.238642 -0.1 0.0 0.0
H 3.643085 3.808008 -3.110827 0.0 -0.1 0.0
H 2.278777 4.347446 -2.080474 0.0 0.0 0.1
H 2.093563 2.922277 -3.145830 0.0 0.1 0.0
H 9.007168 2.078813 0.270017 0.0 0.0 0.1
H 7.872174 3.434172 0.516415 0.0 0.0 0.0
H 8.069644 2.731275 -1.104961 0.1 0.0 0.0
H 5.254827 -5.588069 -2.938139 0.0 0.0 0.0
H 5.433059 -6.223334 -1.279270 0.0 0.0 0.0
H 6.681771 -5.150689 -1.944976 0.0 -0.1 0.0
O -2.638092 0.905942 -0.131901 -2.2 0.9 -0.6
C -3.760493 1.641776 -0.346399 0.2 -0.2 0.1
C -4.561747 1.786695 0.952194 -0.3 0.2 0.0
C -4.187533 1.299736 2.164700 0.0 -0.2 -0.1
C -5.129383 1.565227 3.197464 -0.1 0.0 0.1
C -6.214090 2.248790 2.752009 -0.2 0.2 -0.2
S -6.103987 2.572606 1.062771 0.2 -0.1 0.3
C -4.696753 0.993209 -1.379312 0.2 -0.1 -0.1
C -5.705541 0.103086 -1.167621 0.0 0.0 0.0
C -6.310980 -0.359263 -2.365710 -0.1 0.0 0.0
C -5.746564 0.185743 -3.473136 0.3 0.1 -0.1
S -4.464393 1.257938 -3.067824 -0.2 -0.2 0.1
C -3.366892 3.023253 -0.894213 0.2 -0.2 0.1
C -3.988274 4.232182 -1.005421 0.0 -0.1 0.0
C -3.175557 5.197248 -1.659922 -0.1 0.1 0.0
C -1.967496 4.688690 -2.024170 0.2 -0.2 -0.1
S -1.787152 3.043448 -1.568677 -0.3 0.4 -0.1
H -3.257541 0.758477 2.281588 0.0 -0.1 0.0
H -5.006312 1.251377 4.225042 0.0 0.0 0.0
H -7.076783 2.589146 3.301417 0.0 0.0 0.1
H -6.013375 -0.219305 -0.182950 0.0 0.1 0.1
H -7.139140 -1.054516 -2.390201 0.0 0.0 0.0
H -5.994822 0.004550 -4.506073 0.0 0.0 0.0
H -4.981188 4.438437 -0.634839 0.0 0.0 0.0
H -3.488521 6.216382 -1.844590 0.0 0.0 0.0
H -1.157597 5.193425 -2.526196 0.0 0.1 0.0